Record 1
Here is a structure of composition C23H29BN4O4OsS at a distorted geometry from the Open Molecules 2025 dataset. Energies are from the ωB97M-V functional and the def2-TZVPD basis.

Each line ends with the natural charge from an NBO analysis.
Atoms and positions in Å:
Os  0.6724  -0.2790  0.2837  1.326
C  2.6131  -1.0357  4.4059  -0.617
C  3.1453  -0.9002  2.9805  -0.271
C  4.6436  -0.5501  2.9849  -0.606
C  2.3765  0.1104  2.1617  0.061
C  1.1755  0.6872  2.5894  -0.156
C  0.5461  1.6827  1.8410  -0.149
C  1.0869  2.1811  0.6427  0.071
C  0.4370  3.2908  -0.1130  -0.659
C  2.2782  1.5962  0.1973  -0.188
C  2.8919  0.5688  0.9131  -0.161
H  3.2155  -1.7661  4.9416  0.255
H  1.5808  -1.3876  4.4372  0.216
H  2.6865  -0.0893  4.9475  0.218
H  3.0276  -1.8702  2.4815  0.254
H  4.8059  0.4966  3.2504  0.218
H  5.1251  -0.7491  2.0281  0.217
H  5.1477  -1.1637  3.7286  0.253
H  0.7405  0.3821  3.5307  0.278
H  -0.3712  2.1205  2.2188  0.273
H  -0.2488  2.8819  -0.8578  0.274
H  1.1835  3.8935  -0.6278  0.256
H  -0.1418  3.9287  0.5531  0.256
H  2.7292  1.9418  -0.7219  0.291
H  3.8162  0.1525  0.5360  0.274
C  3.1666  2.1185  -4.0503  -0.600
C  2.1359  1.1882  -4.6774  -0.464
C  1.3536  0.4175  -3.6652  0.127
N  1.5597  0.4319  -2.3993  -0.296
N  0.6899  -0.4011  -1.7287  -0.347
C  -0.1867  -1.0306  -2.4972  0.282
N  -1.1118  -1.8737  -2.0451  -0.754
S  0.0336  -0.6295  -4.1510  0.478
H  3.7240  2.6242  -4.8355  0.248
H  3.8765  1.5638  -3.4369  0.217
H  2.6844  2.8787  -3.4342  0.206
H  2.6216  0.4728  -5.3459  0.256
H  1.4335  1.7534  -5.2947  0.249
H  -1.1428  -2.1312  -1.0699  0.425
H  -1.7036  -2.3805  -2.6828  0.441
O  -1.1616  -0.7493  1.1609  -0.600
C  -1.8278  0.0816  0.4534  0.782
O  -1.0447  0.8024  -0.2704  -0.604
C  -3.2517  0.1436  0.3985  -0.254
C  -3.9954  -0.5168  1.3813  -0.098
C  -5.3823  -0.5528  1.3231  -0.264
C  -5.9702  0.0821  0.2496  0.324
O  -7.2728  0.1798  -0.0214  -0.428
C  -7.4008  0.9656  -1.2211  0.227
O  -6.0685  1.2540  -1.6682  -0.468
C  -5.2297  0.7372  -0.7402  0.294
C  -3.8733  0.7977  -0.6985  -0.224
H  -3.4763  -1.0052  2.1951  0.241
H  -5.9774  -1.0519  2.0740  0.262
H  -7.9263  1.8915  -0.9947  0.189
H  -7.9325  0.3937  -1.9777  0.193
H  -3.3026  1.3175  -1.4555  0.242
B  1.1466  -4.8383  0.2823  -0.639
C  1.1185  -3.3248  0.3556  0.579
N  1.0773  -2.1558  0.3735  -0.650
H  0.8137  -5.2802  1.3536  0.076
H  0.3599  -5.1241  -0.6003  0.078
H  2.2804  -5.1734  0.0282  0.089

Output
Charge   +2
HOMO-LUMO gap   5.3 eV
Relative energy (zero: lowest compared OMol25 entry of this formula, charge and spin)   138.34 kJ/mol
F_max   5.664 eV/Å



Record 2
Here is a structure of composition C23H29BrCuN6O3S at a distorted geometry from the Open Molecules 2025 dataset. Energies are from the ωB97M-V functional and the def2-TZVPD basis.

Each line ends with the natural charge from an NBO analysis.
Atoms and positions in Å:
Cu  1.1595  0.3141  -0.1131  1.396
O  3.7881  -0.2636  2.9353  -0.680
C  4.0406  -1.5800  2.8330  0.328
C  5.0682  -2.1447  3.5860  -0.273
C  5.3874  -3.4792  3.4328  -0.187
C  4.6786  -4.2789  2.5490  -0.262
C  3.6241  -3.7372  1.8358  -0.199
C  3.2909  -2.4024  1.9820  -0.084
C  2.1484  -1.7700  1.2199  0.224
O  2.5657  -0.6616  0.5714  -0.915
N  1.0751  -1.4157  2.1883  -0.424
N  0.3236  -0.3783  1.8630  -0.261
C  -0.8758  -0.2116  2.2753  -0.077
C  -1.6146  0.9954  1.9949  -0.063
Br  -0.6178  2.6147  2.2276  0.047
C  -2.9115  1.1013  1.6750  -0.224
C  -3.7888  0.0056  1.3029  0.005
C  -3.2946  -1.1831  0.7617  -0.225
C  -4.1552  -2.1775  0.3366  -0.202
C  -5.5264  -2.0064  0.4440  -0.208
C  -6.0323  -0.8294  0.9739  -0.207
C  -5.1740  0.1673  1.3953  -0.212
H  3.2606  -0.0115  2.1472  0.508
H  5.6179  -1.5101  4.2649  0.220
H  6.2068  -3.8988  3.9987  0.211
H  4.9487  -5.3160  2.4142  0.209
H  3.0578  -4.3527  1.1509  0.205
H  1.7056  -2.5284  0.5313  0.134
H  0.6369  -2.2031  2.6651  0.361
H  -1.3848  -0.9618  2.8874  0.192
H  -3.3514  2.0885  1.6243  0.223
H  -2.2281  -1.3009  0.6419  0.225
H  -3.7559  -3.0870  -0.0918  0.214
H  -6.1946  -2.7868  0.1095  0.215
H  -7.1018  -0.6930  1.0473  0.216
H  -5.5793  1.0803  1.8046  0.212
C  -0.5452  5.2569  -3.1674  -0.656
C  0.6639  4.6885  -2.5455  0.373
N  1.8906  5.0544  -2.7416  -0.268
N  2.6375  4.2394  -1.9707  -0.357
C  1.8866  3.3604  -1.2758  0.232
S  2.5037  2.2356  -0.1937  -0.275
N  0.6023  3.6530  -1.6448  -0.213
N  -0.6010  3.1383  -1.2171  -0.681
H  -0.2754  6.1292  -3.7535  0.243
H  -1.2633  5.5236  -2.3954  0.245
H  -1.0152  4.5095  -3.8040  0.242
H  3.6358  4.3468  -1.9031  0.432
H  -0.7175  3.3267  -0.2215  0.372
H  -0.6234  2.0966  -1.3102  0.432
C  -1.9538  -0.2709  -2.6992  -0.622
C  -0.5096  -0.3789  -2.1881  0.254
C  -0.2160  -1.8432  -1.8240  -0.636
C  0.4792  0.0704  -3.2794  -0.633
O  -0.4050  0.4517  -1.0676  -0.984
H  -2.0802  -0.8523  -3.6068  0.201
H  -2.1995  0.7688  -2.9015  0.208
H  -2.6372  -0.6428  -1.9395  0.214
H  -0.3613  -2.4891  -2.6856  0.215
H  -0.8817  -2.1679  -1.0270  0.202
H  0.8123  -1.9503  -1.4813  0.199
H  0.4147  -0.5758  -4.1502  0.210
H  1.4954  0.0329  -2.8837  0.206
H  0.2656  1.0914  -3.5875  0.201

Output
Charge   0
HOMO-LUMO gap (spin up / spin down)   8.0 / 7.1 eV
Relative energy (zero: lowest compared OMol25 entry of this formula, charge and spin)   0.00 kJ/mol
<S²>   0.754
F_max   1.174 eV/Å
Spin multiplicity   2